Entry from OMol25: a structure of composition C31H36N3Ru (the ωB97M-V functional and the def2-TZVPD basis).

expectation value of S² = 6.048
LUMO energy (alpha / beta) = -3.66 / -4.96 eV
spin multiplicity = 5
frontier orbital gap (alpha / beta) = 5.533 / 6.398 eV
E_HOMO (alpha / beta) = -9.197 / -11.355 eV
total charge = +1

Each line ends with the Löwdin charge.
CARTESIAN COORDINATES (ANGSTROEM)
C (1.190, -2.377, -0.743)  -0.194
C (2.116, -1.645, -1.523)  -0.192
C (1.591, -1.477, -2.831)  -0.215
C (0.313, -2.143, -2.905)  -0.381
C (0.043, -2.681, -1.564)  -0.399
Ru (-0.558, -0.681, -1.693)  1.472
C (-2.553, 1.325, -1.506)  -0.377
C (-2.009, 0.637, -0.421)  -0.239
H (-1.624, 1.209, 0.426)  0.078
C (-2.007, -0.805, -0.271)  -0.202
H (-2.899, -1.337, -0.614)  0.084
H (-1.567, -1.177, 0.657)  0.070
C (-2.642, 2.814, -1.584)  -0.051
H (-2.012, 3.318, -0.844)  0.086
H (-2.335, 3.154, -2.585)  0.094
H (-3.677, 3.158, -1.443)  0.098
C (-3.321, 0.586, -2.559)  -0.065
H (-3.011, -0.470, -2.641)  0.050
H (-4.406, 0.610, -2.375)  0.105
H (-3.151, 1.051, -3.546)  0.093
C (3.453, -1.167, -1.094)  -0.010
H (3.498, -1.017, -0.009)  0.072
H (4.229, -1.898, -1.362)  0.110
H (3.708, -0.217, -1.584)  0.096
C (2.304, -0.828, -3.959)  -0.020
H (2.642, 0.184, -3.686)  0.097
H (3.194, -1.404, -4.252)  0.109
H (1.657, -0.735, -4.840)  0.077
C (-0.417, -2.547, -4.138)  -0.022
H (-0.295, -1.788, -4.920)  0.073
H (-0.050, -3.508, -4.531)  0.110
H (-1.486, -2.651, -3.915)  0.082
C (-0.996, -3.700, -1.270)  -0.045
H (-1.922, -3.460, -1.801)  0.078
H (-0.665, -4.700, -1.584)  0.105
H (-1.206, -3.728, -0.196)  0.082
C (1.373, -2.855, 0.648)  -0.011
H (0.412, -2.903, 1.174)  0.087
H (1.820, -3.862, 0.684)  0.114
H (2.032, -2.187, 1.213)  0.064
C (-0.042, 1.118, -2.613)  -0.277
C (0.205, 2.154, -1.755)  -0.168
C (-0.007, 1.289, -3.995)  -0.129
C (0.690, 3.377, -2.241)  -0.066
H (0.134, 1.923, -0.681)  0.066
C (0.436, 2.523, -4.497)  -0.071
H (-0.327, 0.490, -4.668)  0.091
C (0.819, 3.548, -3.619)  -0.075
H (0.945, 4.173, -1.533)  0.115
H (0.474, 2.677, -5.581)  0.111
H (1.220, 4.486, -4.010)  0.110
N (-0.442, 0.627, 10.491)  0.167
C (-0.342, 0.632, 9.323)  -0.169
C (-0.202, 0.631, 7.892)  -0.229
C (-1.031, 1.433, 7.093)  -0.003
C (-0.856, 1.456, 5.706)  0.004
C (0.162, 0.688, 5.121)  -0.181
C (0.959, -0.155, 5.907)  0.005
C (0.779, -0.172, 7.295)  -0.005
N (0.398, 0.778, 3.738)  -0.014
C (1.412, 0.154, 3.005)  -0.035
C (1.269, 0.577, 1.705)  -0.132
N (0.175, 1.409, 1.609)  0.035
C (-0.313, 1.547, 2.836)  -0.102
H (-1.811, 2.038, 7.559)  0.130
H (-1.508, 2.078, 5.094)  0.104
H (1.714, -0.790, 5.446)  0.106
H (1.406, -0.814, 7.916)  0.129
H (2.144, -0.506, 3.436)  0.109
H (1.908, 0.357, 0.861)  0.086
H (-1.135, 2.174, 3.152)  0.125

Entry from OMol25: a cluster of 3 separate species, C31H37F10N2O10 in total (the ωB97M-V functional and the def2-TZVPD basis).

LUMO energy = -4.12 eV
frontier orbital gap = 8.365 eV
E_HOMO = -12.484 eV
total charge = +1

Each line ends with the Löwdin charge.
CARTESIAN COORDINATES (ANGSTROEM)
C (2.291, 5.854, 1.314)  -0.056
C (3.396, 4.771, 1.363)  -0.413
C (4.745, 5.436, 1.097)  -0.070
C (3.127, 3.635, 0.351)  -0.131
C (3.262, 2.192, 0.931)  -0.073
C (2.011, 1.388, 0.851)  -0.121
N (1.689, 0.882, -0.283)  0.223
C (0.391, 0.149, -0.216)  -0.158
C (-0.207, 0.159, -1.619)  -0.133
O (0.598, -0.711, -2.406)  -0.094
N (-0.144, -1.883, -2.773)  0.019
O (0.553, -2.794, -2.899)  0.106
C (-0.305, 0.916, 0.941)  -0.195
C (-0.787, 2.255, 0.402)  0.026
C (-1.490, -0.003, 1.421)  -0.383
F (-1.292, -0.301, 2.731)  0.108
F (-1.422, -1.204, 0.760)  0.097
C (-2.902, 0.527, 1.257)  -0.112
C (-3.568, 0.486, 0.030)  -0.013
C (-4.878, 0.957, -0.080)  -0.021
C (-5.554, 1.459, 1.043)  0.023
C (-4.895, 1.494, 2.266)  -0.083
C (-5.577, 2.002, 3.506)  -0.611
F (-6.896, 2.011, 3.393)  0.170
F (-5.164, 3.243, 3.796)  0.157
F (-5.265, 1.247, 4.568)  0.154
C (-3.576, 1.033, 2.377)  0.060
C (0.951, 1.012, 1.907)  -0.129
C (1.416, -0.339, 2.528)  -0.076
C (2.889, -0.726, 2.331)  -0.151
C (3.216, -1.850, 3.328)  -0.075
C (3.407, -1.280, 4.701)  -0.550
O (2.726, -1.575, 5.628)  0.150
O (4.400, -0.371, 4.794)  0.108
C (0.990, 2.143, 2.951)  -0.358
F (2.143, 2.010, 3.655)  0.146
F (1.015, 3.346, 2.354)  0.155
C (-0.133, 2.203, 4.017)  -0.571
F (-0.251, 1.079, 4.684)  0.214
F (0.187, 3.165, 4.870)  0.208
F (-1.283, 2.532, 3.450)  0.190
H (2.734, 6.838, 1.410)  0.078
H (1.581, 5.738, 2.127)  0.069
H (1.746, 5.790, 0.375)  0.077
H (3.388, 4.342, 2.363)  0.116
H (5.026, 6.030, 1.963)  0.086
H (5.546, 4.731, 0.889)  0.080
H (4.634, 6.141, 0.276)  0.087
H (2.169, 3.761, -0.148)  0.096
H (3.874, 3.727, -0.434)  0.116
H (3.675, 2.239, 1.929)  0.117
H (4.000, 1.658, 0.333)  0.138
H (2.253, 0.977, -1.119)  0.198
H (0.714, -0.865, -0.006)  0.157
H (-1.248, -0.141, -1.659)  0.111
H (-0.081, 1.151, -2.048)  0.138
H (-1.433, 2.139, -0.460)  0.098
H (-1.348, 2.810, 1.145)  0.102
H (0.037, 2.898, 0.108)  0.092
H (-3.086, 0.080, -0.846)  0.101
H (-5.401, 0.951, -1.024)  0.113
H (-6.570, 1.812, 0.976)  0.126
H (-3.113, 1.080, 3.346)  0.118
H (1.194, -0.377, 3.588)  0.124
H (0.821, -1.130, 2.083)  0.124
H (3.549, 0.095, 2.592)  0.101
H (3.093, -1.076, 1.322)  0.124
H (2.395, -2.554, 3.387)  0.132
H (4.136, -2.356, 3.042)  0.137
H (4.122, 0.289, 5.444)  0.133
C (-0.759, -6.540, -2.182)  -0.109
C (-0.789, -5.512, -3.295)  -0.138
O (-1.745, -6.073, -4.200)  0.021
C (-2.560, -6.910, -3.498)  -0.556
O (-3.552, -7.391, -3.924)  0.186
O (-2.073, -7.098, -2.247)  0.069
H (-0.576, -6.109, -1.201)  0.132
H (-0.030, -7.332, -2.365)  0.136
H (-1.157, -4.544, -2.963)  0.108
H (0.171, -5.382, -3.786)  0.130
C (-1.633, -4.253, -6.702)  -0.118
C (-1.927, -4.849, -8.062)  -0.103
O (-1.721, -3.729, -8.933)  0.065
C (-0.892, -2.854, -8.319)  -0.573
O (-0.397, -1.907, -8.833)  0.168
O (-0.705, -3.209, -7.020)  0.046
H (-1.191, -4.959, -6.010)  0.103
H (-2.518, -3.810, -6.242)  0.138
H (-1.225, -5.639, -8.333)  0.136
H (-2.941, -5.227, -8.158)  0.136

Entry from OMol25: a structure of composition C31H37IN4O3STi (the ωB97M-V functional and the def2-TZVPD basis).

LUMO energy (alpha / beta) = 4.18 / 4.18 eV
frontier orbital gap (alpha / beta) = 3.468 / 3.467 eV
E_HOMO (alpha / beta) = 0.716 / 0.718 eV
total charge = -2

Each line ends with the Löwdin charge.
CARTESIAN COORDINATES (ANGSTROEM)
Ti (-0.448, -0.369, 0.596)  0.789
C (-3.171, 2.581, -1.508)  -0.054
C (-2.640, 2.994, -0.159)  -0.323
N (-3.011, 4.223, 0.285)  0.027
C (-2.483, 4.568, 1.466)  -0.184
C (-1.667, 3.792, 2.255)  -0.197
C (-1.161, 4.321, 3.548)  -0.247
O (-1.776, 3.718, 4.711)  -0.102
C (-1.328, 2.444, 1.849)  -0.155
C (-0.601, 1.597, 2.669)  -0.160
N (-0.368, 0.190, 2.474)  -0.139
C (0.749, -0.370, 3.029)  -0.402
C (1.929, 0.362, 3.333)  -0.070
C (3.069, -0.240, 3.818)  -0.125
C (3.116, -1.611, 4.071)  -0.149
C (1.963, -2.357, 3.853)  -0.214
C (0.809, -1.759, 3.372)  -0.636
I (-0.936, -2.928, 3.409)  0.908
C (-1.823, 2.126, 0.521)  -0.282
O (-1.461, 0.947, -0.080)  -0.267
H (-3.518, 3.470, -2.038)  0.056
H (-4.011, 1.887, -1.405)  0.065
H (-2.407, 2.069, -2.097)  0.063
H (-2.742, 5.568, 1.818)  0.088
H (-1.370, 5.389, 3.625)  0.099
H (-0.073, 4.182, 3.616)  0.104
H (-1.814, 2.773, 4.515)  0.054
H (-0.166, 2.000, 3.576)  0.085
H (1.932, 1.420, 3.105)  0.085
H (3.952, 0.369, 3.989)  0.088
H (4.014, -2.083, 4.452)  0.074
H (1.949, -3.414, 4.088)  0.067
C (4.368, 0.627, -3.629)  -0.087
C (2.896, 1.013, -3.707)  -0.229
N (2.403, 1.561, -2.446)  -0.142
C (2.419, 3.011, -2.315)  -0.275
C (1.070, 3.624, -2.669)  -0.074
C (1.996, 0.767, -1.427)  -0.680
S (1.596, 1.463, 0.057)  0.839
N (1.999, -0.566, -1.778)  0.116
C (1.552, -1.520, -1.024)  -0.422
O (1.003, -1.399, 0.103)  -0.170
C (1.686, -2.924, -1.541)  -0.117
C (1.230, -3.959, -0.743)  -0.007
C (1.313, -5.273, -1.189)  -0.077
C (1.854, -5.552, -2.434)  -0.113
C (2.314, -4.512, -3.232)  -0.101
C (2.229, -3.202, -2.784)  -0.031
H (4.716, 0.214, -4.580)  0.064
H (4.498, -0.130, -2.853)  0.068
H (4.988, 1.490, -3.375)  0.065
H (2.308, 0.139, -3.966)  0.098
H (2.740, 1.771, -4.477)  0.109
H (3.209, 3.394, -2.967)  0.107
H (2.671, 3.268, -1.289)  0.062
H (0.767, 3.349, -3.682)  0.069
H (1.114, 4.714, -2.601)  0.072
H (0.311, 3.268, -1.968)  0.064
H (0.799, -3.718, 0.223)  0.110
H (0.947, -6.077, -0.563)  0.099
H (1.912, -6.575, -2.786)  0.089
H (2.733, -4.723, -4.209)  0.090
H (2.575, -2.375, -3.391)  0.098
C (-3.833, -0.925, 1.266)  -0.073
C (-3.233, -1.867, 0.215)  -0.702
C (-3.747, -3.289, 0.484)  -0.105
C (-3.746, -1.429, -1.170)  -0.084
C (-1.709, -1.831, 0.245)  -0.238
H (-4.930, -0.915, 1.205)  0.071
H (-3.475, 0.095, 1.118)  0.068
H (-3.542, -1.239, 2.272)  0.055
H (-4.847, -3.323, 0.477)  0.067
H (-3.396, -3.646, 1.456)  0.038
H (-3.375, -3.976, -0.284)  0.068
H (-4.848, -1.410, -1.210)  0.068
H (-3.383, -2.119, -1.939)  0.069
H (-3.366, -0.433, -1.397)  0.054
H (-1.291, -2.723, -0.251)  0.005

Entry from OMol25: a structure of composition C31H38As3N2S6SbZr (the ωB97M-V functional and the def2-TZVPD basis).

LUMO energy = -0.42 eV
frontier orbital gap = 7.134 eV
E_HOMO = -7.551 eV

Each line ends with the Löwdin charge.
CARTESIAN COORDINATES (ANGSTROEM)
Zr (10.838, -3.350, 14.923)  0.324
C (13.334, -7.100, 15.086)  -0.276
As (13.281, -5.156, 14.986)  1.006
C (14.647, -4.768, 16.373)  -0.297
C (14.256, -4.853, 13.290)  -0.426
C (15.628, -4.613, 13.268)  -0.102
C (16.228, -4.188, 12.083)  -0.060
C (15.442, -4.111, 10.934)  -0.082
C (14.126, -4.458, 10.954)  -0.108
C (13.499, -4.749, 12.148)  -0.431
As (11.566, -4.930, 12.313)  1.049
C (11.045, -4.247, 10.487)  -0.274
C (11.282, -6.748, 11.834)  -0.319
H (14.345, -7.456, 15.087)  0.022
H (12.779, -7.509, 14.226)  0.004
H (12.720, -7.414, 15.986)  0.037
H (15.260, -5.657, 16.624)  0.043
H (14.121, -4.404, 17.280)  -0.004
H (15.183, -3.890, 16.013)  -0.016
H (16.202, -4.625, 14.172)  0.085
H (17.314, -3.977, 12.046)  0.115
H (15.850, -3.779, 10.031)  0.089
H (13.565, -4.363, 10.017)  0.101
H (11.537, -3.292, 10.308)  0.008
H (9.968, -4.063, 10.446)  0.028
H (11.405, -4.975, 9.754)  0.025
H (11.396, -7.419, 12.717)  0.012
H (12.037, -7.077, 11.123)  0.039
H (10.310, -6.884, 11.409)  0.017
S (9.769, -1.462, 16.214)  -0.034
Sb (9.087, -1.149, 13.906)  -0.049
S (11.123, -1.510, 12.922)  -0.127
S (8.537, -3.484, 13.782)  -0.062
S (7.585, 0.334, 13.171)  -0.158
S (11.294, -4.184, 17.507)  0.457
C (9.602, -4.223, 18.103)  -0.711
C (9.221, -3.400, 19.175)  -0.121
C (7.929, -3.565, 19.655)  -0.075
C (6.993, -4.411, 19.031)  -0.068
C (7.349, -5.050, 17.854)  -0.089
C (8.667, -4.993, 17.431)  -0.419
As (9.317, -5.912, 15.843)  1.221
C (10.033, -7.600, 16.485)  -0.380
C (10.471, -7.794, 17.824)  -0.087
C (11.019, -9.030, 18.190)  -0.077
C (11.089, -10.091, 17.278)  -0.090
C (10.629, -9.884, 16.003)  -0.103
C (10.118, -8.666, 15.585)  -0.132
C (7.809, -6.685, 14.844)  -0.383
C (7.778, -6.488, 13.476)  -0.205
C (6.691, -6.910, 12.779)  -0.096
C (5.713, -7.668, 13.372)  -0.095
C (5.745, -7.903, 14.716)  -0.095
C (6.800, -7.444, 15.454)  -0.110
H (9.990, -2.701, 19.554)  0.104
H (7.594, -3.014, 20.534)  0.104
H (6.002, -4.576, 19.446)  0.104
H (6.653, -5.556, 17.248)  0.073
H (10.393, -7.003, 18.551)  0.085
H (11.388, -9.170, 19.177)  0.090
H (11.462, -11.067, 17.587)  0.106
H (10.786, -10.656, 15.248)  0.108
H (9.728, -8.573, 14.593)  0.090
H (8.584, -5.944, 12.948)  0.035
H (6.493, -6.657, 11.734)  0.116
H (4.828, -7.939, 12.751)  0.122
H (4.994, -8.495, 15.234)  0.111
H (6.824, -7.596, 16.529)  0.106
C (13.354, -0.987, 18.939)  -0.057
N (13.150, -1.582, 17.643)  -0.067
C (13.831, -1.291, 16.540)  -0.793
S (13.365, -1.986, 15.092)  0.597
N (14.793, -0.399, 16.578)  -0.034
C (15.812, -0.293, 15.540)  -0.080
H (12.696, -1.654, 19.540)  0.101
H (13.077, 0.061, 18.959)  0.089
H (14.384, -1.031, 19.280)  0.081
H (12.403, -2.229, 17.527)  -0.061
H (15.111, 0.001, 17.445)  0.129
H (15.339, -0.602, 14.583)  0.051
H (16.647, -0.931, 15.800)  0.082
H (16.154, 0.738, 15.518)  0.085

Number 1: strongest force on any atom 0.05289 Eh/bohr. Number 2: strongest force on any atom 0.02818 Eh/bohr. Number 3: strongest force on any atom 0.05931 Eh/bohr. Number 4: strongest force on any atom 0.04281 Eh/bohr.